{"formula": "C33H42As2MnNSSi2Te", "method": "ωB97M-V/def2-TZVPD", "homo_lumo_gap_ev": [6.4756, 6.5552], "multiplicity": 5, "total_charge": 0, "fmax_ha_per_bohr": 0.026, "de_lowest_kj_mol": 112.9, "elements": ["Mn", "C", "As", "C", "C", "C", "C", "C", "C", "C", "As", "C", "C", "H", "H", "H", "H", "H", "H", "H", "H", "H", "H", "H", "H", "H", "H", "H", "H", "C", "Si", "C", "C", "C", "C", "C", "C", "C", "Si", "C", "C", "H", "H", "H", "H", "H", "H", "H", "H", "H", "H", "H", "H", "H", "H", "H", "H", "Te", "C", "C", "C", "C", "C", "C", "H", "H", "H", "H", "H", "S", "C", "N", "C", "C", "C", "C", "C", "C", "H", "H", "H", "H", "H"], "xyz": [[0.066736, -0.183974, -0.375013], [3.324869, -0.226837, 1.852929], [1.427465, 0.238875, 1.798942], [0.932253, -0.856095, 3.357139], [1.481911, 1.934128, 2.787181], [2.703033, 2.565541, 3.005916], [2.796700, 3.704460, 3.789348], [1.659083, 4.229747, 4.377894], [0.440318, 3.605907, 4.171332], [0.328918, 2.464175, 3.383622], [-1.426147, 1.604008, 3.228652], [-2.555401, 3.204861, 3.138156], [-1.718030, 1.274267, 5.154181], [3.684057, -0.221543, 2.881713], [3.914982, 0.466004, 1.256839], [3.464820, -1.223836, 1.437301], [1.342680, -0.369476, 4.241148], [1.351484, -1.857660, 3.272018], [-0.148684, -0.931992, 3.468685], [3.608695, 2.173000, 2.561759], [3.757986, 4.174919, 3.950437], [1.717969, 5.114293, 4.998921], [-0.445450, 4.012603, 4.645042], [-2.623803, 3.695781, 4.109752], [-3.556789, 2.908419, 2.826767], [-2.164304, 3.898454, 2.398292], [-1.426029, 2.137531, 5.752290], [-1.163233, 0.403733, 5.503247], [-2.782951, 1.092360, 5.306473], [2.343225, 1.623642, -2.652050], [1.834013, -0.120848, -2.045743], [3.557778, -0.831168, -1.550021], [1.380875, -1.129467, -3.610702], [2.253853, -1.318937, -4.681591], [1.881360, -2.073687, -5.784127], [0.622828, -2.659955, -5.829650], [-0.249200, -2.488349, -4.765388], [0.114373, -1.725990, -3.655184], [-1.067634, -1.476363, -2.179793], [-1.639584, -3.256678, -1.710711], [-2.733211, -0.790147, -2.831429], [3.205395, 1.546247, -3.319460], [2.613453, 2.266525, -1.811137], [1.534767, 2.116838, -3.192940], [4.172305, -0.862601, -2.452902], [3.523880, -1.844854, -1.141112], [4.069185, -0.188979, -0.831408], [3.240805, -0.866490, -4.661808], [2.568876, -2.203213, -6.611535], [0.325158, -3.248059, -6.689349], [-1.228821, -2.956357, -4.794451], [-2.033366, -3.747472, -2.603173], [-2.450569, -3.219414, -0.977102], [-0.842005, -3.887253, -1.313918], [-3.154144, -1.501559, -3.546510], [-2.646640, 0.177689, -3.323495], [-3.447061, -0.681793, -2.010434], [-1.001785, 2.147359, -0.562506], [-1.501455, 2.863239, -2.505091], [-1.063296, 2.227228, -3.662959], [-1.388246, 2.744001, -4.908983], [-2.154204, 3.895613, -5.011985], [-2.602961, 4.525887, -3.859312], [-2.276490, 4.012634, -2.613152], [-0.468283, 1.324152, -3.591245], [-1.039607, 2.242898, -5.804086], [-2.400373, 4.302113, -5.984706], [-3.208983, 5.420478, -3.932262], [-2.627239, 4.507861, -1.715530], [-2.827329, -2.797153, 2.108230], [-2.249307, -1.405703, 1.267424], [-1.040078, -1.472792, 0.815425], [-0.462231, -2.705549, 1.110789], [0.810638, -3.133619, 0.726518], [1.229490, -4.394943, 1.091309], [0.393795, -5.245953, 1.820782], [-0.873536, -4.844861, 2.193237], [-1.294673, -3.571888, 1.829110], [-2.884532, -0.540131, 1.144765], [1.434940, -2.485993, 0.119027], [2.216561, -4.728580, 0.799741], [0.734862, -6.236985, 2.088288], [-1.529612, -5.506673, 2.742928]], "atomic_forces_ev_per_a": [[-0.202, 0.047, -0.436], [0.094, 0.026, -0.033], [0.487, 0.081, 0.778], [-0.068, -0.093, 0.039], [-0.163, 0.110, 0.066], [0.127, -0.051, -0.206], [-0.021, 0.066, 0.066], [0.004, 0.010, -0.012], [-0.038, 0.001, -0.007], [0.129, -0.046, 0.030], [-0.135, 0.025, 0.012], [-0.059, 0.024, 0.012], [-0.013, -0.031, -0.010], [-0.054, 0.059, 0.015], [-0.032, -0.010, -0.003], [-0.118, 0.001, -0.039], [0.031, -0.003, -0.008], [0.015, -0.004, -0.095], [0.012, -0.011, -0.078], [-0.035, 0.019, 0.010], [0.015, -0.015, -0.044], [0.008, 0.004, -0.008], [0.015, 0.028, -0.014], [0.032, -0.004, -0.030], [0.020, -0.035, 0.007], [0.061, -0.030, -0.065], [0.017, 0.027, -0.059], [0.013, -0.009, -0.075], [0.012, -0.033, -0.021], [-0.311, -0.229, 0.237], [0.966, -0.187, -0.878], [-0.343, 0.028, 0.060], [-0.115, 0.128, 0.420], [0.075, 0.037, -0.111], [0.068, 0.058, -0.010], [-0.082, -0.029, 0.057], [-0.048, -0.041, -0.091], [-0.224, 0.157, 0.242], [-0.088, -0.651, -0.906], [0.277, 0.325, 0.185], [0.372, 0.170, 0.304], [0.017, -0.063, -0.005], [0.014, -0.003, 0.009], [0.058, 0.029, 0.042], [0.012, -0.019, -0.016], [-0.012, -0.002, -0.007], [-0.004, 0.001, -0.027], [0.000, -0.006, -0.022], [0.004, -0.004, 0.009], [0.015, -0.007, 0.002], [0.010, 0.001, -0.076], [-0.006, 0.080, -0.068], [-0.009, -0.048, 0.004], [-0.025, -0.004, -0.040], [0.070, -0.070, -0.001], [0.018, 0.009, 0.040], [-0.002, 0.002, 0.008], [-0.660, 1.076, 0.229], [0.196, -0.391, 0.163], [-0.024, 0.028, 0.049], [0.031, -0.034, -0.075], [-0.033, 0.046, -0.006], [0.028, -0.025, -0.075], [-0.028, 0.033, 0.124], [-0.036, 0.009, -0.061], [0.008, -0.012, 0.014], [-0.009, -0.019, -0.001], [0.008, 0.006, 0.018], [0.005, 0.001, -0.016], [0.254, 0.107, -0.125], [-0.150, -0.119, 0.230], [-0.339, -0.556, 0.269], [-0.130, -0.471, 0.214], [-0.036, 0.187, -0.023], [0.041, 0.100, -0.034], [-0.100, -0.035, 0.080], [-0.029, -0.138, 0.038], [-0.032, 0.341, -0.062], [0.096, 0.103, -0.092], [0.051, -0.017, 0.015], [-0.023, -0.033, -0.020], [0.022, 0.011, 0.001], [0.027, -0.014, 0.000]], "mulliken_charge": [-0.3215, -1.5840, 1.1030, -1.3161, 0.0058, -0.5184, -0.7415, -0.8476, -0.3823, 0.0655, 0.5091, -1.2989, -1.2837, 0.5134, 0.4012, 0.3487, 0.5590, 0.5235, 0.0889, 0.3155, 0.4049, 0.3861, 0.2460, 0.4318, 0.4206, 0.3584, 0.4153, 0.2960, 0.4322, -1.2118, 1.5199, -1.3734, 0.4468, -0.6619, -0.7333, -0.7146, -0.7022, 0.4346, 0.6624, -1.2207, -1.1196, 0.4042, 0.2577, 0.2432, 0.5342, 0.3066, 0.3246, 0.2824, 0.3900, 0.3990, 0.2687, 0.5961, 0.2888, 0.2902, 0.3854, 0.3140, 0.2657, -0.0177, 0.3674, -0.6295, -0.8224, -0.5528, -0.5642, -0.7370, 0.7621, 0.4289, 0.3651, 0.3902, 0.3689, -0.2918, -0.7712, 1.6543, -0.4856, -0.5264, -0.8779, -0.7131, -0.4465, 1.0292, 0.4182, -0.0963, 0.4733, 0.4090, 0.4580]}

=====

{"formula": "C33H42AsN5O3SSe2Ti", "method": "ωB97M-V/def2-TZVPD", "homo_lumo_gap_ev": 6.6224, "multiplicity": 1, "total_charge": 2, "fmax_ha_per_bohr": 0.019, "de_lowest_kj_mol": 73.6, "elements": ["Ti", "Se", "Se", "C", "C", "C", "C", "C", "N", "C", "C", "C", "C", "C", "N", "H", "H", "H", "H", "H", "H", "H", "H", "C", "C", "C", "O", "C", "O", "O", "H", "H", "H", "H", "H", "H", "H", "C", "C", "C", "C", "C", "C", "N", "H", "H", "H", "H", "H", "H", "H", "H", "C", "As", "C", "C", "C", "C", "C", "C", "C", "C", "H", "H", "H", "H", "H", "H", "H", "H", "H", "H", "H", "H", "H", "C", "N", "C", "C", "N", "C", "S", "H", "H", "H", "H", "H", "H"], "xyz": [[-0.241508, 0.245290, -0.596841], [2.248408, 1.228773, -0.394719], [3.944746, -0.112487, 0.543954], [3.584222, 0.526008, 2.326240], [4.445205, 0.139058, 3.345546], [4.163511, 0.588713, 4.622823], [3.051848, 1.396106, 4.828113], [2.262994, 1.713521, 3.739960], [2.514282, 1.284272, 2.497227], [2.676591, 0.768542, -2.226799], [3.914877, 0.991037, -2.801474], [4.060618, 0.626249, -4.134198], [2.984037, 0.071330, -4.811022], [1.786635, -0.104082, -4.132630], [1.637280, 0.247663, -2.855564], [5.306566, -0.485541, 3.148554], [4.808707, 0.316866, 5.447786], [2.802897, 1.770390, 5.811073], [1.383606, 2.337401, 3.861304], [4.733228, 1.418162, -2.237045], [5.009388, 0.769448, -4.635023], [3.073552, -0.237664, -5.843615], [0.928004, -0.571718, -4.603284], [-1.608756, 3.977530, 1.200377], [-1.545073, 2.482380, 1.468055], [-1.888926, 2.171548, 2.918496], [-0.233893, 1.938917, 1.150812], [-2.508203, 1.743731, 0.543366], [-3.671451, 1.930259, 0.464979], [-1.872711, 0.755222, -0.196361], [-0.962974, 4.503136, 1.906780], [-2.631629, 4.319386, 1.355423], [-1.308927, 4.221993, 0.184146], [-1.295380, 2.804385, 3.579270], [-1.683584, 1.129258, 3.159481], [-2.943369, 2.376784, 3.103374], [0.449625, 2.548812, 1.453541], [-2.864174, -0.523054, -2.636427], [-1.678191, -1.429448, -2.573283], [-1.464467, -2.568346, -3.266136], [-0.189863, -3.116317, -2.869808], [0.360085, -2.295126, -1.953174], [1.701862, -2.397242, -1.310305], [-0.546963, -1.218246, -1.721380], [-3.462846, -0.804276, -3.501401], [-2.590453, 0.527834, -2.737889], [-3.499507, -0.600842, -1.753822], [-2.144188, -2.987441, -3.992593], [0.258547, -4.027783, -3.237038], [2.478647, -1.922699, -1.912065], [1.975725, -3.445863, -1.197103], [1.748842, -1.944410, -0.318333], [-0.298751, -3.332982, 1.034834], [-0.504502, -1.457979, 1.438412], [0.401920, -1.380888, 3.132772], [-2.426758, -1.403546, 1.853986], [-2.828096, -2.351723, 2.942390], [-3.317372, -3.618520, 2.634253], [-3.682961, -4.497187, 3.644218], [-3.564259, -4.117376, 4.973415], [-3.088365, -2.851858, 5.290588], [-2.723539, -1.975654, 4.280114], [-0.788314, -3.875684, 1.841736], [0.755837, -3.594257, 1.009661], [-0.762726, -3.577182, 0.082568], [0.016359, -2.204987, 3.730594], [0.223017, -0.436498, 3.640901], [1.470565, -1.502912, 2.963370], [-2.915012, -1.639484, 0.907766], [-2.685982, -0.379383, 2.110073], [-3.429042, -3.914890, 1.596705], [-4.070458, -5.475616, 3.392006], [-3.855440, -4.800008, 5.760566], [-3.012772, -2.544696, 6.325489], [-2.371443, -0.981160, 4.534908], [-0.935549, 1.862554, -4.920780], [0.197855, 2.711736, -4.552188], [1.034534, 3.361825, -5.443118], [1.902889, 4.094415, -4.715678], [1.577448, 3.872381, -3.393393], [0.529113, 3.038610, -3.295399], [-0.304642, 2.619182, -1.854201], [-0.808581, 1.557033, -5.955486], [-1.865792, 2.415527, -4.809565], [-0.954614, 0.988620, -4.274944], [0.931721, 3.248659, -6.507896], [2.704726, 4.743995, -5.017410], [1.991457, 4.322551, -2.592603]], "atomic_forces_ev_per_a": [[0.355, 0.480, -0.507], [0.531, 0.211, 0.067], [-0.161, -0.037, 0.085], [0.035, -0.004, -0.054], [-0.015, 0.012, 0.012], [0.026, -0.013, 0.018], [-0.030, -0.002, 0.003], [-0.008, 0.020, 0.012], [0.007, 0.008, -0.004], [-0.009, 0.073, 0.061], [0.025, -0.007, -0.030], [0.038, 0.019, 0.006], [-0.035, -0.038, -0.003], [0.077, -0.055, 0.034], [0.055, 0.073, -0.009], [-0.005, 0.015, -0.009], [-0.010, 0.004, -0.003], [0.005, -0.001, -0.014], [0.013, -0.001, 0.009], [-0.013, -0.005, 0.001], [-0.009, -0.004, 0.006], [0.005, 0.006, 0.014], [0.009, 0.033, -0.002], [-0.047, 0.015, 0.016], [0.239, -0.070, -0.033], [-0.055, 0.003, 0.033], [-0.356, -0.070, 0.033], [0.390, -0.372, -0.126], [-0.119, 0.039, -0.031], [-0.883, 0.403, 0.224], [0.001, 0.006, -0.012], [0.021, 0.020, 0.011], [-0.002, -0.024, -0.019], [0.003, 0.000, 0.003], [0.002, 0.004, -0.002], [0.015, 0.009, 0.011], [0.177, -0.105, 0.003], [-0.019, -0.021, 0.017], [0.184, 0.021, 0.309], [0.133, -0.157, -0.102], [-0.169, -0.117, -0.155], [-0.268, 0.345, -0.040], [0.066, -0.040, -0.008], [-0.231, -0.324, -0.130], [-0.003, -0.010, 0.009], [0.006, 0.012, 0.004], [0.013, -0.002, 0.027], [0.027, 0.007, 0.017], [-0.018, 0.033, -0.005], [0.006, -0.028, -0.004], [-0.005, 0.001, 0.008], [-0.033, 0.021, 0.029], [0.045, -0.039, 0.051], [-0.056, -0.158, -0.110], [0.051, 0.115, 0.090], [-0.008, 0.004, 0.009], [0.005, -0.023, -0.004], [0.010, -0.017, 0.003], [0.002, 0.004, 0.000], [-0.003, 0.009, 0.005], [-0.003, -0.017, -0.003], [0.007, 0.002, -0.002], [0.009, -0.063, -0.004], [0.009, -0.026, 0.003], [-0.016, 0.009, -0.020], [0.046, 0.011, 0.077], [0.010, 0.019, -0.003], [0.021, -0.014, 0.024], [-0.031, 0.011, -0.018], [-0.021, 0.004, -0.011], [-0.001, 0.007, 0.014], [0.005, 0.015, 0.004], [0.005, 0.008, -0.009], [-0.001, -0.002, -0.012], [-0.001, -0.003, 0.002], [0.138, 0.079, 0.027], [-0.164, -0.071, -0.133], [-0.040, -0.072, 0.056], [-0.012, -0.029, 0.063], [0.069, 0.125, 0.049], [-0.038, -0.191, -0.071], [0.000, -0.041, 0.111], [-0.017, -0.005, -0.002], [-0.011, 0.013, 0.004], [0.015, -0.021, 0.003], [-0.003, -0.006, 0.014], [-0.013, 0.000, 0.015], [0.029, -0.022, -0.002]], "mulliken_charge": [0.2317, 0.1106, -0.0735, 0.5127, -0.8655, -0.3955, -0.8679, -0.1818, 0.0457, -0.0064, -0.7048, -0.7228, -1.1370, -0.5193, 0.7823, 0.4096, 0.4420, 0.4587, 0.3925, 0.5817, 0.4908, 0.5219, 0.4554, -1.6900, 1.9536, -1.8549, -0.0537, -0.3849, -0.4742, 0.0176, 0.5012, 0.4552, 0.1979, 0.4920, 0.3975, 0.3522, 0.2126, -1.4666, 0.0955, -1.2559, -0.7401, -0.0979, -0.7910, 2.5110, 0.5315, 0.1958, 0.1983, 0.5735, 0.6375, 0.1344, 0.4965, -0.2782, -1.4528, 1.1653, -1.2620, -0.7441, -0.0691, -0.2193, -0.7733, -0.4916, -0.8397, -0.2049, 0.6924, 0.4285, 0.3051, 0.5855, 0.2861, 0.4290, 0.5314, 0.3316, 0.4527, 0.4196, 0.4135, 0.4350, 0.3962, -0.7726, 0.3763, -0.2044, -0.7066, 0.2629, -0.2104, -0.3293, 0.3326, 0.3172, 0.1199, 0.4804, 0.4544, 0.2368]}